{"formula": "F16H14N8Na2O39S16", "method": "the ωB97M-V functional and the def2-TZVPD basis", "symbols": ["Na", "Na", "N", "S", "O", "O", "F", "S", "O", "O", "F", "N", "S", "O", "O", "F", "S", "O", "O", "F", "N", "S", "O", "O", "F", "S", "O", "O", "F", "N", "S", "O", "O", "F", "S", "O", "O", "F", "N", "S", "O", "O", "F", "S", "O", "O", "F", "N", "S", "O", "O", "F", "S", "O", "O", "F", "N", "S", "O", "O", "F", "S", "O", "O", "F", "N", "S", "O", "O", "F", "S", "O", "O", "F", "O", "H", "H", "O", "H", "H", "O", "H", "H", "O", "H", "H", "O", "H", "H", "O", "H", "H", "O", "H", "H"], "xyz": [[-17.389, -12.161, 21.529], [-16.638, -9.226, 9.507], [-15.652, -7.759, 22.889], [-15.158, -6.681, 21.954], [-14.556, -7.217, 20.730], [-14.660, -5.405, 22.404], [-16.642, -6.184, 21.528], [-14.038, -7.829, 23.686], [-13.647, -7.063, 24.858], [-12.919, -8.233, 22.818], [-14.383, -9.186, 24.423], [-29.892, -9.390, 11.323], [-28.689, -10.128, 11.699], [-28.465, -11.511, 11.244], [-28.057, -9.852, 13.012], [-27.722, -9.263, 10.679], [-30.862, -9.780, 12.642], [-30.904, -9.102, 13.958], [-31.122, -11.232, 12.630], [-32.184, -9.109, 11.976], [-28.013, -0.375, 15.801], [-27.898, -1.875, 15.898], [-26.702, -2.496, 15.441], [-29.160, -2.639, 15.840], [-27.721, -1.816, 17.531], [-28.097, -0.377, 14.097], [-29.293, -0.998, 13.491], [-26.832, -0.512, 13.391], [-28.441, 1.259, 14.043], [-14.086, 1.041, 15.070], [-14.484, -0.500, 15.107], [-14.316, -1.333, 13.926], [-15.568, -0.876, 16.023], [-13.083, -0.964, 15.809], [-15.197, 1.526, 13.921], [-16.560, 1.185, 14.210], [-14.843, 1.595, 12.472], [-15.199, 3.125, 14.409], [-22.567, -1.739, 6.406], [-23.107, -0.316, 6.751], [-22.014, 0.573, 7.202], [-24.452, -0.111, 7.284], [-23.240, 0.014, 5.205], [-22.952, -2.286, 8.045], [-24.270, -2.790, 8.284], [-22.078, -1.879, 9.132], [-22.164, -3.719, 7.856], [-19.634, -21.741, 13.396], [-19.156, -23.229, 13.102], [-18.344, -23.754, 14.178], [-18.816, -23.563, 11.682], [-20.582, -23.879, 13.344], [-18.084, -21.065, 13.840], [-17.027, -21.161, 12.863], [-17.747, -20.915, 15.234], [-18.581, -19.543, 13.657], [-19.082, -9.493, 13.907], [-19.553, -10.675, 14.663], [-20.784, -11.314, 14.310], [-19.099, -10.924, 16.045], [-18.517, -11.612, 13.812], [-20.203, -8.435, 14.679], [-20.322, -8.355, 16.118], [-21.341, -8.119, 13.874], [-19.278, -7.182, 14.335], [-20.795, -16.888, 23.459], [-20.278, -17.982, 22.546], [-21.167, -18.594, 21.529], [-19.107, -18.746, 22.953], [-19.590, -16.958, 21.552], [-21.465, -18.197, 24.324], [-20.576, -18.879, 25.259], [-22.524, -18.936, 23.658], [-22.225, -17.243, 25.339], [-22.645, -12.193, 22.044], [-22.537, -12.154, 21.094], [-22.293, -13.048, 22.291], [-14.238, -8.762, 14.819], [-14.226, -8.463, 15.728], [-15.155, -8.981, 14.651], [-25.052, -11.116, 17.414], [-25.054, -10.621, 16.595], [-25.754, -10.725, 17.933], [-25.237, -7.009, 20.317], [-24.985, -6.698, 19.447], [-24.412, -7.078, 20.796], [-24.775, -15.918, 11.866], [-24.496, -15.096, 12.269], [-25.692, -15.773, 11.636], [-15.326, -13.511, 8.072], [-16.129, -13.113, 7.734], [-15.588, -13.911, 8.901], [-16.857, -4.442, 9.586], [-17.549, -4.316, 10.236], [-16.065, -4.588, 10.104]], "homo_lumo_gap_ev": 3.679, "lumo_ev": 2.83, "total_charge": -6}